(1)
C20H14BrCl2F6NO8 | ωB97M-V with the def2-TZVPD basis set

Highest occupied orbital energy: -10.07 eV
Orbital gap: 0.3032 Eh
SMILES: CC[C@H](Br)[C@@](OC(=O)OC#N)(C(=O)C(F)(F)C(F)(F)C(F)(F)C(=O)O)/C(Cl)=C(/C)Cl.O=C1C=CC(=O)C=C1

Each line ends with the natural charge from an NBO analysis.
Atoms and positions in Å:
C 0.43592 -0.01533 1.66005  -0.628
C 0.77274 -0.00725 0.11801  -0.426
C -0.54696 -0.12073 -0.74260  -0.272
Br -1.63440 -1.52527 0.05773  0.017
C -0.21988 -0.19910 -2.26046  0.132
O 0.77112 -1.15197 -2.65109  -0.495
C 0.43853 -2.44717 -2.48120  0.986
O 0.79614 -3.01766 -1.53373  -0.509
O -0.23851 -3.15136 -3.46716  -0.484
C -0.63198 -4.32882 -3.01338  0.534
N -1.20952 -5.15998 -2.54227  -0.320
C -1.43382 -0.44519 -3.28453  0.511
O -1.14404 -0.23717 -4.39169  -0.424
C -2.87758 -0.99594 -3.04447  0.555
F -3.43083 -1.13685 -4.27580  -0.300
F -2.92335 -2.26514 -2.58124  -0.306
C -3.90145 -0.05518 -2.30664  0.591
F -4.36062 0.79240 -3.25881  -0.301
F -3.38904 0.71374 -1.34162  -0.302
C -5.19698 -0.80410 -1.78788  0.554
F -5.65578 -1.69722 -2.67195  -0.295
F -6.12877 0.16486 -1.69155  -0.298
C -5.05185 -1.41860 -0.36263  0.722
O -5.26037 -0.73675 0.55944  -0.521
O -4.73632 -2.72084 -0.28546  -0.652
C 0.18644 1.26191 -2.62739  -0.069
Cl -1.12536 2.40712 -2.99226  0.023
C 1.41252 1.76716 -2.65675  0.013
C 1.66973 3.23936 -3.02329  -0.655
Cl 2.83722 0.82531 -2.26404  0.036
H 0.42735 -1.04145 2.04708  0.216
H -0.51789 0.52392 1.78258  0.201
H 1.22583 0.59944 2.13020  0.247
H 1.48046 -0.81488 -0.11334  0.229
H 1.21472 0.98773 -0.05673  0.218
H -1.05022 0.84595 -0.56973  0.247
H -4.37743 -2.81063 0.61650  0.502
H 1.22708 3.84947 -2.21413  0.237
H 2.74350 3.45014 -3.10633  0.239
H 1.13224 3.47981 -3.95163  0.242
O 2.79818 1.55471 3.09000  -0.509
C 3.36531 1.35479 4.14556  0.484
C 4.07513 0.08086 4.40689  -0.239
C 4.69452 -0.13913 5.56410  -0.212
C 4.70194 0.88147 6.63996  0.471
O 5.26790 0.68160 7.69321  -0.478
C 3.99108 2.15606 6.37724  -0.226
C 3.37193 2.37518 5.21974  -0.224
H 4.05979 -0.65210 3.61003  0.234
H 5.21764 -1.06343 5.77382  0.234
H 4.00595 2.88933 7.17355  0.235
H 2.84847 3.29920 5.00932  0.233

***

(2)
C20H14BrCrIN2O8 | ωB97M-V with the def2-TZVPD basis set

2S+1: 4
Highest occupied orbital energy (spin up / spin down): -5.52 / -4.57 eV
Orbital gap (spin up / spin down): 0.2853 / 0.2503 Eh
Charge: -1
<S²>: 4.042

Each line ends with the Mulliken spin population.
Atoms and positions in Å:
Cr -0.14731 -0.60333 1.76301  3.525
C 1.02732 -3.48111 1.16957  -0.039
C 2.20113 -2.98566 1.59290  0.032
C 1.96844 -2.13088 2.79500  -0.115
C 0.53963 -2.43815 3.15753  0.027
C -0.01915 -3.12302 2.12475  0.067
H 0.85579 -4.05355 0.26970  -0.001
H 3.15625 -3.07160 1.09608  0.005
H 2.70687 -2.18354 3.59962  -0.011
H 0.08932 -2.22286 4.11397  0.013
H -1.02557 -3.51419 2.08995  -0.003
O -4.00057 -0.53451 0.68952  0.005
C -2.84530 -0.19780 0.87947  -0.013
O -1.85962 -1.04759 0.97578  -0.048
C -2.52949 1.28288 1.00980  0.036
C -3.60886 2.11744 1.15022  0.029
C -3.43845 3.50114 1.21814  0.004
C -2.18078 4.05570 1.10619  0.001
C -1.07237 3.25014 0.93511  0.008
C -1.19477 1.81071 0.92001  -0.067
O -0.17732 1.04481 0.79959  0.009
N 0.20097 3.93288 0.83109  0.002
O 1.22535 3.30608 0.66517  0.000
O 0.18303 5.16026 0.89438  0.002
N -4.57914 4.36110 1.39694  0.000
O -4.40281 5.57102 1.41033  0.002
O -5.67935 3.84539 1.51781  0.001
H -4.59751 1.68542 1.19638  0.000
H -2.05257 5.12560 1.15040  0.000
C 2.90460 -0.01562 1.44410  0.004
C 1.79945 -0.64914 2.26540  -0.316
O 1.08548 0.12430 3.04631  -0.176
H 3.54011 0.59105 2.09891  -0.003
H 2.45432 0.66412 0.71918  -0.011
H 3.52162 -0.74972 0.92670  0.005
Br -1.82325 -1.38689 -4.68815  0.000
C 0.06361 -1.47804 -4.54324  -0.009
C 0.79698 -1.58016 -5.71670  0.000
C 2.17909 -1.65259 -5.66359  0.000
C 2.82142 -1.61895 -4.43498  0.000
C 2.08311 -1.51551 -3.26828  0.000
C 0.69405 -1.44664 -3.30274  0.021
I -0.37251 -1.26666 -1.46312  0.014
H 0.27726 -1.60071 -6.66486  0.000
H 2.74791 -1.73300 -6.58079  0.000
H 3.90171 -1.66946 -4.38454  0.000
H 2.58187 -1.47918 -2.30799  0.001

***

(3)
C20H14ClNO5 | ωB97M-V with the def2-TZVPD basis set

Highest occupied orbital energy: -8.91 eV
Orbital gap: 0.3166 Eh
SMILES: O=C(C1=C(O)C(=O)N(Cc2ccco2)[C@H]1c1cccc(Cl)c1)c1ccco1

Each line ends with the natural charge from an NBO analysis.
Atoms and positions in Å:
O 1.81999 0.78540 -1.69547  -0.525
C 1.97270 1.04914 -0.51539  0.491
C 0.93466 0.73147 0.47283  -0.138
C 0.64657 1.25286 1.68387  0.280
O 1.23638 2.18121 2.43294  -0.638
C -0.60428 0.63094 2.20878  0.613
O -1.10804 0.90769 3.28122  -0.627
N -1.01170 -0.24884 1.27866  -0.396
C -2.21773 -1.04247 1.37110  -0.266
C -1.94640 -2.47996 1.08031  0.250
C -2.15626 -3.22298 -0.04507  -0.296
C -1.66409 -4.51994 0.24043  -0.317
C -1.18766 -4.46411 1.51303  0.095
O -1.35190 -3.23591 2.02785  -0.395
C -0.16705 -0.24246 0.10304  -0.072
C -0.93179 0.20088 -1.12439  -0.018
C -0.94901 -0.57361 -2.27428  -0.193
C -1.65864 -0.14977 -3.38418  -0.189
C -2.36484 1.03966 -3.35671  -0.237
C -2.34681 1.80509 -2.20176  -0.034
Cl -3.22377 3.29260 -2.14609  0.006
C -1.63521 1.39690 -1.08722  -0.200
C 3.19826 1.67794 -0.01649  0.133
C 3.81829 1.66144 1.21309  -0.221
C 5.03536 2.34763 1.05005  -0.330
C 5.07317 2.73037 -0.26151  0.134
O 3.98524 2.32293 -0.90771  -0.361
H 0.67754 2.29517 3.22693  0.511
H -2.58744 -0.91679 2.39299  0.256
H -2.96371 -0.66945 0.65998  0.226
H -2.60808 -2.88729 -0.95600  0.234
H -1.66718 -5.36862 -0.41164  0.231
H -0.72859 -5.20194 2.14034  0.206
H 0.24554 -1.24312 -0.07666  0.228
H -0.39395 -1.49817 -2.30633  0.219
H -1.66205 -0.74987 -4.28114  0.219
H -2.91925 1.37519 -4.21871  0.228
H -1.62557 2.00879 -0.19758  0.220
H 3.45631 1.20603 2.10999  0.237
H 5.77859 2.53245 1.79797  0.232
H 5.80244 3.28355 -0.82103  0.206

***

(4)
C20H15Br2N6O2S4SbTi | ωB97M-V with the def2-TZVPD basis set

2S+1: 2
Highest occupied orbital energy (spin up / spin down): -2.28 / -2.30 eV
Orbital gap (spin up / spin down): 0.1525 / 0.1456 Eh
Charge: -1
<S²>: 0.774

Each line ends with the Mulliken spin population.
Atoms and positions in Å:
Ti -0.88966 -0.75345 -0.93279  0.036
N -1.45520 5.99032 3.53914  0.000
C -1.46741 4.62466 3.26762  0.000
C -1.78858 3.70341 4.26772  0.000
C -1.73417 2.34664 4.01213  0.000
C -1.35280 1.89797 2.75835  -0.001
C -1.06700 2.79867 1.74527  -0.001
C -1.11344 4.15659 2.00140  0.000
S -1.43386 0.15190 2.43825  -0.003
O -0.70376 -0.56545 3.44827  0.000
O -2.83623 -0.16665 2.34606  0.001
N -0.75123 -0.02289 0.97227  -0.004
C 0.56483 0.21219 0.83226  -0.002
N 0.92255 0.09653 -0.47861  0.003
C 2.21788 0.19360 -0.76511  0.014
C 3.15781 0.43289 0.21935  -0.004
C 2.68721 0.57937 1.51501  0.007
N 1.39897 0.48329 1.83149  0.002
H -2.02129 6.29192 4.31300  0.000
H -1.52551 6.58635 2.73218  0.000
H -2.10032 4.06815 5.23978  0.000
H -1.99898 1.62532 4.77491  0.000
H -0.84281 2.43839 0.74981  0.001
H -0.89861 4.86365 1.20847  0.000
H 2.48427 0.08326 -1.81006  -0.005
H 4.20778 0.50665 -0.02085  0.000
H 3.35988 0.76728 2.34438  0.000
Br 2.83934 -6.20037 -0.35663  0.003
C 1.71137 -4.67758 -0.48798  0.033
C 0.99569 -4.25702 0.64342  0.150
C 0.22606 -3.12147 0.50765  -0.054
N 0.12250 -2.43647 -0.63542  0.133
C 0.80867 -2.85894 -1.75671  0.095
C 1.63538 -4.00511 -1.67210  0.033
C 0.63562 -2.07107 -2.92325  0.127
C 1.18089 -2.40779 -4.18763  0.073
C 1.00299 -1.55763 -5.23421  -0.001
Br 1.73860 -1.98628 -6.93525  0.002
C 0.27231 -0.36709 -5.08018  0.174
C -0.27719 -0.12155 -3.84125  -0.063
N -0.12801 -0.92294 -2.78493  0.137
H 1.02732 -4.79947 1.57486  0.018
H -0.34502 -2.74015 1.34647  0.013
H 2.19810 -4.33439 -2.53229  0.016
H 1.70728 -3.34141 -4.31786  0.018
H 0.12184 0.31789 -5.89956  0.019
H -0.89025 0.75632 -3.68281  0.004
S -2.07886 1.37760 -1.51795  -0.004
Sb -4.02870 0.43789 -0.58957  -0.007
S -2.94651 -1.79979 -0.12887  0.002
S -2.54976 -2.27376 -2.05769  0.033

***

> Which formula does entry 1 have?

C20H14BrCl2F6NO8